A molecular structure, C39H43N9PdS2Sb, computed with the ωB97M-V functional and the def2-TZVPD basis.

Last column: Mulliken spin population.
Atoms and positions in Å:
1 Pd 0.4205 1.6353 -1.1073  1.30
2 N 3.1734 -0.4922 -1.3061  0.01
3 C 3.6172 0.7333 -1.0179  -0.01
4 N 4.9058 0.8794 -0.7254  0.00
5 C 5.2859 2.1269 -0.4650  0.00
6 N 6.5679 2.3356 -0.1430  0.00
7 N 4.4870 3.2134 -0.5165  0.00
8 C 3.2301 2.9529 -0.7966  0.02
9 N 2.7142 1.7462 -1.0301  0.07
10 C 2.3001 4.1129 -0.8842  0.01
11 C 2.7760 5.4074 -0.7750  0.00
12 C 1.8766 6.4568 -0.8737  0.00
13 C 0.5391 6.1734 -1.0772  0.00
14 C 0.1455 4.8490 -1.1721  0.00
15 N 1.0064 3.8376 -1.0791  0.07
16 H 3.8432 -1.2400 -1.3746  0.00
17 H 2.2401 -0.6086 -1.6824  0.00
18 H 7.1940 1.5545 -0.0733  0.00
19 H 6.8759 3.2640 0.0800  0.00
20 H 3.8320 5.5680 -0.6178  0.00
21 H 2.2189 7.4799 -0.7913  0.00
22 H -0.2006 6.9579 -1.1552  0.00
23 H -0.8905 4.5818 -1.3285  0.00
24 S -1.6894 2.2058 -2.3891  0.15
25 C -3.0407 1.5353 -1.5924  -0.02
26 N -2.9198 0.7422 -0.5356  -0.01
27 C -4.0504 0.2413 0.2365  0.00
28 C -5.2228 1.1949 0.0978  0.00
29 C -5.5032 1.4217 -1.3775  0.00
30 N -4.2676 1.8251 -2.0442  0.01
31 H -1.9753 0.5671 -0.2128  0.00
32 H -3.7238 0.1513 1.2727  0.00
33 H -4.3374 -0.7544 -0.1178  0.00
34 H -4.9835 2.1461 0.5782  0.00
35 H -6.1039 0.7813 0.5863  0.00
36 H -6.2362 2.2146 -1.5160  0.00
37 H -5.9015 0.5135 -1.8366  0.00
38 H -4.3069 2.4450 -2.8356  0.00
39 S -0.1472 -0.8279 -2.1102  0.07
40 Sb 0.1524 -2.8514 -1.0894  0.01
41 C -0.9305 -3.1706 0.6774  0.00
42 C -2.0971 -2.4409 0.8772  0.00
43 C -2.8493 -2.6493 2.0227  0.00
44 C -2.4334 -3.5783 2.9682  0.00
45 C -1.2701 -4.3082 2.7664  0.00
46 C -0.5169 -4.1101 1.6159  0.00
47 C -0.4722 -4.3394 -2.4294  0.01
48 C -0.4480 -4.0840 -3.7967  0.00
49 C -0.8317 -5.0792 -4.6847  0.00
50 C -1.2431 -6.3161 -4.2063  0.00
51 C -1.2781 -6.5636 -2.8405  0.00
52 C -0.8914 -5.5751 -1.9466  0.00
53 C 2.1497 -3.3246 -0.6221  0.00
54 C 2.9472 -3.8795 -1.6195  0.00
55 C 4.2963 -4.1047 -1.3785  0.00
56 C 4.8455 -3.7757 -0.1455  0.00
57 C 4.0476 -3.2302 0.8520  0.00
58 C 2.7002 -2.9991 0.6138  0.00
59 H -2.4091 -1.7115 0.1383  0.00
60 H -3.7600 -2.0863 2.1855  0.00
61 H -3.0192 -3.7345 3.8647  0.00
62 H -0.9484 -5.0346 3.5013  0.00
63 H 0.3889 -4.6858 1.4636  0.00
64 H -0.1491 -3.1098 -4.1671  0.00
65 H -0.8130 -4.8869 -5.7493  0.00
66 H -1.5436 -7.0893 -4.9012  0.00
67 H -1.6080 -7.5252 -2.4701  0.00
68 H -0.9265 -5.7710 -0.8807  0.00
69 H 2.5251 -4.1421 -2.5837  0.00
70 H 4.9169 -4.5371 -2.1529  0.00
71 H 5.8979 -3.9476 0.0388  0.00
72 H 4.4749 -2.9783 1.8139  0.00
73 H 2.0881 -2.5581 1.3913  0.00
74 C 0.1920 4.2423 2.3324  -0.01
75 N -1.2428 4.1382 2.1221  0.00
76 C -1.9547 4.3614 3.3675  0.00
77 C -1.6524 2.9327 1.3970  0.02
78 C -0.9309 1.6551 1.7768  0.06
79 C -1.1784 1.0795 3.0278  0.04
80 C -0.4469 -0.0069 3.4818  -0.02
81 C 0.5456 -0.5407 2.6725  0.03
82 C 0.7607 -0.0094 1.4068  -0.06
83 C 0.0232 1.0748 0.9322  0.26
84 H 0.4446 5.2690 2.6033  0.00
85 H 0.7264 3.9796 1.4227  0.00
86 H 0.5542 3.5773 3.1313  0.00
87 H -1.7339 5.3671 3.7293  0.00
88 H -1.6730 3.6576 4.1661  0.00
89 H -3.0307 4.2924 3.2031  0.00
90 H -1.5004 3.0985 0.3304  -0.02
91 H -2.7297 2.8190 1.5513  0.00
92 H -1.9474 1.5060 3.6633  0.00
93 H -0.6435 -0.4278 4.4597  0.00
94 H 1.1409 -1.3756 3.0262  0.00
95 H 1.5357 -0.4409 0.7783  0.00

Results
- F_max: 0.22 eV/A
- 2S+1: 3
- HOMO (alpha / beta): -9.5 / -10.1 eV
- Energy relative to the best compared isomer or geometry (same formula, charge and spin): 0.071 eV
- Expectation value of S²: 2.0079
- Frontier orbital gap (alpha / beta): 7.28 / 7.28 eV
- Electronic energy: -86236.557 eV
- LUMO level (alpha / beta): -2.3 / -2.8 eV
- Total charge: +1